Entry A
Here is a cluster of 2 separate species, C2H7PS in total from the OMol25 dataset. Energies are from ωB97M-V/def2-TZVPD.

Each line ends with the Löwdin charge.
Geometry (Å):
H -0.67 1.53 -2.36  -0.179
P -1.08 1.78 -1.07  0.791
C -1.21 0.20 -0.56  -0.648
C -1.36 -0.17 0.87  -0.227
H -0.95 -0.55 -1.34  0.038
H -2.27 -0.70 1.08  0.049
H -0.43 -0.81 1.13  0.092
H -1.37 0.91 1.42  0.094
S 3.47 -0.23 0.24  0.441
H 2.30 -0.52 -0.34  -0.264
H 3.57 -1.43 0.93  -0.186

## Properties
HOMO-LUMO gap = 9.77 eV
HOMO level = -9.44 eV
SMILES = [H]/P=C/C.S

Entry B
Here is an isolated molecule of C2H7PS from the OMol25 dataset. Energies are from ωB97M-V/def2-TZVPD.

Each line ends with the Löwdin charge.
Geometry (Å):
C 1.97 0.61 -0.40  -0.257
P 0.21 -0.35 0.04  0.822
C -1.85 -0.85 0.06  -0.698
S -3.09 0.41 -0.06  0.579
H 1.65 1.64 -0.06  0.027
H 2.75 0.09 0.06  -0.011
H 1.96 0.73 -1.46  -0.017
H 0.50 -0.17 1.32  -0.095
H 0.59 -1.65 0.20  -0.071
H -1.67 -1.43 -0.83  -0.099
H -3.01 0.98 1.12  -0.180

## Properties
HOMO-LUMO gap = 7.49 eV
HOMO level = -7.57 eV
SMILES = C[PH2]=CS

Relative to the most stable structure, the computed energies are entry A 0.0000; entry B 0.0849, all in hartree.